No. 1
# C3H6N2O2

The molecule C3H6N2O2 at a distorted geometry (ωB97M-V with the def2-TZVPD basis set, OMol25).

XYZ file:
```
13
Properties=species:S:1:pos:R:3:forces:R:3:nbo_charge:R:1
C 1.726 -0.882 0.189 1.668 -0.147 -6.766 -0.37
N 1.059 0.332 -0.544 3.537 3.263 1.060 -0.63
C -0.079 1.065 -0.226 -2.949 3.879 0.778 0.60
O -0.331 2.335 -0.402 3.175 -3.908 -0.709 -0.60
C -1.396 0.745 0.517 1.123 -1.183 4.291 -0.06
N -2.271 -0.169 0.285 0.282 4.960 5.115 -0.13
O -1.969 -0.780 -0.767 -1.887 -5.582 -5.843 -0.52
H 1.184 -1.147 0.947 -3.054 -1.194 4.778 0.19
H 1.595 -1.890 -0.560 0.868 3.000 1.844 0.20
H 2.811 -0.681 0.486 -1.729 -0.143 -0.759 0.22
H 1.893 1.143 -0.627 -3.064 -2.749 -0.253 0.40
H -1.412 1.278 1.615 -0.333 -1.240 -3.253 0.22
H -2.809 -1.351 -0.912 2.364 1.044 -0.284 0.48
```
Positions in Å, forces in eV/Å.

Frontier orbital gap, eV: 9.503
HOMO level, eV: -8.886
LUMO, Ha: 0.0227
SMILES string: CNC(=O)/C=N\O
Multiplicity: 1



No. 2
# C20H10F5MoN2O2S

A structure of composition C20H10F5MoN2O2S at a distorted geometry (ωB97M-V with the def2-TZVPD basis set, OMol25).

XYZ file:
```
41
Properties=species:S:1:pos:R:3:forces:R:3:lowdin_spin:R:1
Mo -0.128 0.258 -0.182 -3.580 -1.482 1.122 1.64
O 0.056 1.379 -1.471 0.436 2.728 -3.128 0.01
C 0.919 2.122 -2.219 1.024 0.188 -0.163 0.02
C 0.478 2.999 -3.185 -0.408 -0.168 0.155 -0.01
C 1.413 3.719 -3.916 0.148 -0.068 0.070 0.02
C 2.772 3.551 -3.682 -0.034 0.094 -0.072 -0.01
C 3.206 2.670 -2.710 0.051 -0.175 0.154 0.02
C 2.289 1.941 -1.948 -0.425 0.241 -0.280 0.00
C 2.740 1.065 -0.903 -0.079 -0.368 0.454 0.09
N 1.953 0.396 -0.108 0.834 0.534 -0.603 -0.02
N 2.570 -0.355 0.864 0.374 -0.438 0.551 0.00
C 1.684 -0.987 1.559 0.690 0.430 -0.399 -0.01
O 0.406 -0.786 1.195 1.064 -1.678 2.249 0.06
C 1.957 -1.859 2.684 -0.301 -0.225 0.262 0.00
C 0.874 -2.382 3.402 0.132 0.106 -0.130 0.00
C 1.104 -3.194 4.496 0.065 -0.030 0.045 0.00
C 2.408 -3.485 4.877 -0.079 -0.004 -0.018 -0.01
C 3.483 -2.982 4.154 0.072 -0.039 0.059 0.00
C 3.265 -2.171 3.059 -0.017 0.159 -0.182 0.00
H -0.585 3.110 -3.353 0.022 0.019 -0.029 0.00
H 1.075 4.412 -4.674 -0.011 0.001 -0.002 0.00
H 3.494 4.115 -4.255 -0.008 -0.015 -0.014 0.00
H 4.264 2.530 -2.526 -0.001 0.050 -0.004 0.00
H 3.806 0.957 -0.735 0.016 -0.006 0.021 0.00
H -0.136 -2.140 3.103 -0.024 -0.025 -0.002 0.00
H 0.270 -3.602 5.050 0.005 0.020 0.017 0.00
H 2.587 -4.108 5.743 0.010 -0.025 -0.023 0.00
H 4.493 -3.230 4.451 0.003 0.027 -0.011 0.00
H 4.088 -1.768 2.484 0.027 -0.027 0.048 0.00
F -7.143 0.633 -1.969 -0.052 0.005 -0.084 0.00
C -5.979 0.237 -1.488 0.088 -0.071 0.051 0.01
C -4.871 1.066 -1.587 0.003 -0.006 0.011 0.00
F -4.967 2.247 -2.188 -0.008 0.043 0.011 0.00
C -3.674 0.645 -1.050 -0.130 -0.230 0.100 0.01
F -2.600 1.454 -1.117 0.086 0.155 -0.058 0.01
C -3.530 -0.581 -0.420 -0.071 0.131 -0.117 0.01
S -2.050 -1.061 0.379 0.019 0.009 -0.010 0.13
C -4.650 -1.409 -0.354 0.146 0.156 -0.083 0.01
F -4.553 -2.595 0.233 -0.088 -0.033 0.010 0.00
C -5.865 -1.007 -0.882 0.039 0.024 0.005 0.00
F -6.920 -1.803 -0.811 -0.040 -0.008 0.018 0.00
```
Positions in Å, forces in eV/Å.

Total charge: +1
Frontier orbital gap (spin up / spin down), eV: 6.041 / 6.444
Expectation value of S²: 2.03
HOMO level (spin up / spin down), eV: -11.321 / -11.682
LUMO (spin up / spin down), Ha: -0.1941 / -0.1925
Multiplicity: 3



No. 3
# C24H26F6MgN8O7S3

A structure of composition C24H26F6MgN8O7S3 (ωB97M-V with the def2-TZVPD basis set, OMol25).

XYZ file:
```
75
Properties=species:S:1:pos:R:3:forces:R:3:mulliken_charge:R:1
Mg -1.681 0.291 0.191 0.080 -0.026 0.038 1.40
F -2.910 -2.675 3.936 -0.001 -0.001 -0.001 -0.18
C -1.593 -2.525 4.048 0.002 -0.025 -0.010 0.42
F -1.342 -1.608 4.980 0.001 0.004 -0.002 -0.19
F -1.055 -3.680 4.416 0.000 0.001 0.003 -0.20
S -0.855 -1.960 2.458 0.045 0.100 -0.006 1.09
O -1.549 -0.712 2.180 -0.029 -0.041 -0.052 -0.54
O 0.549 -1.913 2.694 -0.020 -0.015 0.009 -0.62
N -1.255 -3.135 1.483 -0.030 0.025 -0.038 -0.54
S -2.095 -2.980 0.182 0.028 -0.033 0.057 0.98
O -2.118 -1.614 -0.347 -0.037 -0.024 -0.020 -0.62
O -1.815 -4.007 -0.763 -0.005 -0.002 -0.002 -0.69
C -3.852 -3.232 0.680 0.000 0.007 0.003 0.64
F -4.230 -2.273 1.520 -0.004 -0.004 -0.005 -0.17
F -4.621 -3.194 -0.401 0.000 -0.002 -0.004 -0.21
F -3.990 -4.412 1.276 0.005 -0.001 0.002 -0.22
C -4.380 3.691 3.766 0.000 0.003 0.000 -1.15
N -4.146 2.912 2.573 -0.002 -0.003 0.010 0.08
C -5.179 2.200 1.847 0.003 -0.011 0.006 -0.42
C -4.347 1.304 0.935 0.010 0.034 -0.021 0.15
O -4.776 0.504 0.141 0.004 -0.015 0.008 -0.61
N -3.010 1.543 1.190 -0.050 0.026 0.054 -0.22
C -2.944 2.423 2.200 0.010 -0.002 -0.015 0.33
N -1.814 2.781 2.777 0.007 0.005 -0.010 -0.13
H -5.411 4.034 3.760 -0.001 0.002 0.000 0.39
H -3.743 4.577 3.780 0.001 -0.001 0.000 0.37
H -4.211 3.111 4.678 -0.004 0.000 0.001 0.35
H -5.817 2.865 1.264 0.001 -0.001 0.000 0.31
H -5.801 1.588 2.504 -0.002 0.001 0.001 0.34
H -0.912 2.330 2.522 -0.002 0.000 0.008 0.11
H -1.829 3.413 3.556 0.003 -0.003 0.002 0.25
O 0.626 1.714 2.294 -0.012 -0.010 0.012 -0.97
C 1.088 1.054 1.364 0.016 0.017 -0.012 -0.36
N 2.414 0.759 1.229 -0.013 -0.009 0.012 -0.04
C 2.692 0.166 -0.066 0.008 0.005 -0.012 3.69
C 1.238 0.019 -0.593 -0.008 -0.008 0.000 -1.10
O 0.955 -0.487 -1.663 0.000 0.002 0.000 -0.39
N 0.369 0.532 0.314 -0.002 -0.003 0.004 0.23
C 3.311 -1.220 0.019 0.002 -0.001 0.001 -0.88
C 3.636 -1.896 -1.156 -0.006 -0.002 -0.001 0.10
C 4.157 -3.177 -1.105 -0.002 -0.003 0.003 -0.96
C 4.359 -3.801 0.120 0.004 0.001 0.000 -0.42
C 4.029 -3.136 1.289 -0.002 0.001 0.002 -0.90
C 3.503 -1.850 1.240 -0.007 -0.003 0.001 -0.38
C 3.478 1.149 -0.931 -0.001 0.004 0.003 -0.18
C 4.843 1.007 -1.143 0.004 0.000 0.000 -0.26
C 5.546 1.962 -1.867 0.006 0.000 -0.001 -0.92
C 4.892 3.068 -2.386 -0.006 -0.001 -0.002 -0.42
C 3.528 3.222 -2.169 0.007 0.000 0.000 -1.08
C 2.830 2.270 -1.445 -0.004 0.000 0.006 -0.28
H 3.093 1.298 1.739 0.005 0.000 -0.006 0.30
H 3.469 -1.414 -2.110 0.000 -0.003 -0.002 0.54
H 4.403 -3.693 -2.024 -0.001 0.001 0.000 0.40
H 4.764 -4.804 0.159 0.000 0.000 0.000 0.42
H 4.166 -3.619 2.247 0.000 0.001 0.000 0.43
H 3.214 -1.350 2.153 0.001 0.003 0.000 0.33
H 5.362 0.143 -0.747 0.000 0.006 -0.002 0.45
H 6.609 1.837 -2.026 0.000 0.000 0.001 0.42
H 5.440 3.809 -2.953 0.001 0.000 0.000 0.40
H 3.009 4.086 -2.564 -0.001 -0.001 0.000 0.43
H 1.767 2.404 -1.269 0.000 0.000 -0.002 0.66
C 0.028 2.059 -4.170 -0.001 -0.003 -0.004 -0.86
N -0.489 0.705 -4.107 -0.005 -0.001 -0.007 -0.13
C -1.344 0.280 -3.175 0.007 0.008 0.015 0.46
S -2.092 1.373 -2.088 -0.008 0.002 -0.032 -0.58
N -1.635 -1.019 -3.148 0.000 0.004 0.001 0.08
C -0.847 -2.043 -3.806 0.001 -0.009 -0.006 -0.98
H 0.671 2.133 -5.045 0.000 0.000 0.000 0.37
H 0.606 2.299 -3.278 0.000 0.001 0.004 0.19
H -0.788 2.772 -4.263 0.002 0.002 0.001 0.35
H 0.009 0.002 -4.628 0.001 0.002 0.001 0.28
H -2.224 -1.304 -2.382 0.000 -0.005 0.004 0.13
H 0.211 -1.929 -3.558 -0.001 0.000 0.002 0.25
H -0.989 -2.020 -4.889 0.000 0.003 0.000 0.35
H -1.178 -3.011 -3.439 0.000 0.002 -0.001 0.34
```
Positions in Å, forces in eV/Å.

Frontier orbital gap, eV: 8.816
HOMO level, eV: -8.600
LUMO, Ha: 0.0079
Multiplicity: 1



| no. | energy (eV) |
| --- | --- |
| 1 | -10278.2224 |
| 2 | -54247.5294 |
| 3 | -105826.3424 |